# C3H3BeLiO4

A molecular structure, C3H3BeLiO4 in a non-equilibrium geometry (wB97M-V/def2-TZVPD, the Open Molecules 2025 dataset).

Results
Net charge: +2
Highest occupied orbital energy (eV): -19.9922
E_LUMO (Ha): -0.4351
ΔE to the lowest compared entry with this formula, charge and spin (kcal per mole): 17.4
Gap between HOMO and LUMO (eV): 8.15
Electronic energy (Ha): -438.6952

The geometry in XYZ format:
```
12
Properties=species:S:1:pos:R:3:forces:R:3:lowdin_charge:R:1
C 1.468 -0.375 0.698 0.7 -1.2 -0.3 -0.12
C 0.819 0.638 -0.200 2.1 1.0 0.9 -0.01
O -0.305 0.146 -0.920 2.9 -1.6 0.8 -0.03
C -1.552 0.031 -0.282 -5.6 -0.6 4.1 -0.64
O -1.905 -0.671 0.650 2.9 -0.1 -0.5 0.12
O -2.351 0.780 -0.881 1.7 0.2 -4.2 0.21
O 0.990 -1.457 0.956 -0.2 0.8 0.1 0.04
H 2.494 -0.107 1.016 -0.3 0.1 0.2 0.18
H 1.557 0.977 -0.939 -0.1 -0.1 0.1 0.18
H 0.569 1.511 0.425 -0.4 -0.1 -0.3 0.19
Be -1.001 0.385 -2.139 -3.4 1.9 -1.1 1.04
Li -0.784 -1.859 1.616 -0.1 -0.4 0.3 0.85
```
Forces are in eV/Å.

***

# C3H3Br2F

A molecular structure, C3H3Br2F in a non-equilibrium geometry (wB97M-V/def2-TZVPD, the Open Molecules 2025 dataset).

Results
Highest occupied orbital energy (eV): -9.0265
E_LUMO (Ha): 0.0196
ΔE to the lowest compared entry with this formula, charge and spin (kcal per mole): 34.1
Gap between HOMO and LUMO (eV): 9.56
Electronic energy (Ha): -5363.9056

The geometry in XYZ format:
```
9
Properties=species:S:1:pos:R:3:forces:R:3:lowdin_charge:R:1
C -0.313 -0.271 -0.471 0.2 0.5 1.7 -0.26
C -0.185 -0.409 1.065 -1.4 0.1 -2.6 -0.18
C -1.659 0.063 0.032 1.8 -1.2 2.9 -1.24
F -0.141 -1.666 1.616 -0.7 0.2 -0.9 -0.03
Br -2.843 -1.382 -0.172 -0.7 -0.2 0.2 0.73
Br -2.441 1.773 0.153 0.4 -0.1 -0.2 0.69
H 0.145 0.486 -1.049 1.0 0.9 -0.1 0.10
H -0.279 -1.183 -0.976 0.1 -1.4 -0.8 0.07
H 0.526 0.133 1.671 -0.6 1.2 -0.2 0.13
```
Forces are in eV/Å.

***

# C3H3Br2F

A molecular structure, C3H3Br2F in a non-equilibrium geometry (wB97M-V/def2-TZVPD, the Open Molecules 2025 dataset).

Results
Highest occupied orbital energy (spin up / spin down) (eV): -8.1194 / -8.5773
E_LUMO (spin up / spin down) (Ha): -0.0314 / 0.0023
ΔE to the lowest compared entry with this formula, charge and spin (kcal per mole): 66.4
Gap between HOMO and LUMO (spin up / spin down) (eV): 7.27 / 8.64
Electronic energy (Ha): -5363.8541

The geometry in XYZ format:
```
9
Properties=species:S:1:pos:R:3:forces:R:3:lowdin_charge:R:1
C 0.399 -0.067 -0.514 -2.0 2.9 -1.4 -0.31
C 1.090 -0.037 0.771 -0.3 3.4 0.1 -0.18
C -1.225 0.178 -0.639 1.7 -0.5 1.4 -1.15
F 1.430 -1.170 1.319 0.2 -1.1 0.6 0.05
Br -2.351 -1.287 -0.285 0.1 -0.3 -0.2 0.63
Br -1.827 1.737 0.179 -0.2 0.7 0.0 0.64
H 0.701 0.746 -1.283 0.3 -1.4 1.4 0.13
H 0.449 -1.025 -0.900 0.7 -1.9 -1.2 0.05
H 1.333 0.924 1.352 -0.4 -1.9 -0.8 0.14
```
Forces are in eV/Å.